1.
Below is the molecule C20H32N2O2S, with properties calculated with ωB97M-V with the def2-TZVPD basis set.

For the energy relative to the best compared isomer or geometry (same formula, charge and spin), the calculation gives 6.9 kcal/mol. Its structure (SMILES) is CCOc1ccccc1CN1CCN(C2CCSCC2)C[C@H]1CCO. Its multiplicity is 1. The calculation puts the total energy at -39169.5176 eV. The calculation puts the HOMO energy at -7.95 eV. Its LUMO energy is 0.0296 hartree. The value obtained for the orbital gap is 8.75 eV.

XYZ file:
```
57
Properties=species:S:1:pos:R:3:nbo_charge:R:1
C 0.01899 1.12013 4.71631 -0.64
C -0.56794 -0.28138 4.85132 -0.06
O -0.48947 -1.01921 3.64951 -0.51
C 0.69593 -1.54336 3.24733 0.38
C 1.85055 -1.60852 4.02069 -0.32
C 2.99209 -2.21966 3.52787 -0.19
C 3.00213 -2.77377 2.26303 -0.25
C 1.86076 -2.69400 1.48063 -0.19
C 0.71086 -2.08376 1.94879 -0.10
C -0.50365 -1.91479 1.07557 -0.23
N -0.72423 -0.49712 0.84206 -0.45
C -2.02697 -0.14389 0.32573 -0.21
H -2.78478 -0.73800 0.83940 0.20
C -2.15089 -0.32146 -1.19247 -0.23
N -1.13168 0.49327 -1.82527 -0.46
C 0.17622 0.01671 -1.42210 -0.24
H 0.95037 0.60540 -1.91448 0.21
C 0.33737 0.16365 0.10225 -0.05
C 0.41929 1.64309 0.51944 -0.44
H -0.18035 1.78334 1.41935 0.22
H 0.01217 2.27271 -0.27094 0.22
C 1.85265 2.06770 0.83906 -0.05
O 2.31756 1.52972 2.05469 -0.72
H 2.11554 0.58598 2.06888 0.47
H 1.91037 3.15210 0.96169 0.18
H 2.52222 1.77763 0.01418 0.15
H 1.27518 -0.33388 0.37687 0.20
H 0.32425 -1.04497 -1.69268 0.17
C -1.32171 0.71209 -3.25035 -0.02
C -0.56751 1.97213 -3.69362 -0.42
C -0.98012 2.40414 -5.09038 -0.52
H -0.47332 3.32143 -5.38638 0.23
H -2.05925 2.55192 -5.16092 0.21
S -0.50401 1.15774 -6.32787 0.18
C -1.39512 -0.24414 -5.58651 -0.52
C -0.95513 -0.48023 -4.15175 -0.44
H 0.12441 -0.64245 -4.13140 0.21
H -1.44718 -1.38262 -3.77811 0.21
H -1.16865 -1.10320 -6.21687 0.23
H -2.46422 -0.03026 -5.64401 0.21
H 0.50874 1.79266 -3.68640 0.21
H -0.78535 2.77461 -2.98538 0.22
H -2.39516 0.91186 -3.37575 0.19
H -3.13632 0.02000 -1.51713 0.20
H -2.05240 -1.39154 -1.45204 0.16
H -2.19938 0.91155 0.55459 0.20
H -0.37455 -2.50027 0.14950 0.17
H -1.38161 -2.29387 1.60504 0.22
H 1.86413 -3.11166 0.48323 0.21
H 3.88979 -3.25455 1.88194 0.21
H 3.87699 -2.25943 4.14515 0.22
H 1.87615 -1.18863 5.01344 0.22
H -0.09657 -0.82682 5.67864 0.17
H -1.64073 -0.21644 5.05586 0.19
H -0.07935 1.65202 5.65882 0.21
H -0.51616 1.66731 3.94488 0.21
H 1.06907 1.08296 4.43710 0.23
```


2.
Below is a cluster of 2 separate species, C20H32N4O3S in total in a non-equilibrium geometry, with properties calculated with ωB97M-V with the def2-TZVPD basis set.

For the energy relative to the best compared isomer or geometry (same formula, charge and spin), the calculation gives 31.9 kcal/mol. Its structure (SMILES) is CC[C@H](C)[C@H](NC(C)=O)C(=O)NC.CSc1ncccc1C(=O)N1CCCC1. Its multiplicity is 1. The calculation puts the total energy at -44198.5963 eV. The calculation puts the HOMO energy at -8.02 eV. Its LUMO energy is 0.0236 hartree. The value obtained for the orbital gap is 8.66 eV.

XYZ file:
```
60
Properties=species:S:1:pos:R:3:nbo_charge:R:1
O -0.91813 1.60633 2.06647 -0.60
O -0.06919 -1.51635 -5.11797 -0.63
O 1.10611 0.95050 -2.67473 -0.64
N 2.66584 -0.74518 1.62410 -0.45
S 2.17106 1.79337 0.92658 0.25
C -0.08933 1.37431 2.93750 0.67
C -1.21538 -1.66498 -4.72290 0.67
C 0.01205 0.77098 -3.19491 0.69
C 2.48058 -1.87505 2.31664 0.05
C 1.84817 0.30474 1.82660 0.09
C 1.47090 -1.99920 3.26886 -0.28
C 0.61445 -0.92822 3.49839 -0.14
C 0.80614 0.24243 2.76044 -0.19
N -0.31674 1.55285 -4.23214 -0.60
N -0.13167 2.09571 4.12694 -0.44
N -1.71771 -1.09018 -3.62670 -0.63
C 3.26539 1.17841 -0.41892 -0.72
C -2.16180 -2.54867 -5.50104 -0.71
C -1.59476 1.65961 -4.93738 -0.41
C 0.17167 -3.64652 -2.23541 -0.61
C 0.81302 1.91909 5.22053 -0.21
C -1.07532 3.18302 4.34431 -0.21
C 0.54748 3.12176 6.12035 -0.41
C -0.89550 3.51501 5.81998 -0.41
C -1.49065 -1.78630 -0.63943 -0.62
C 0.67877 -2.22150 -1.95250 -0.41
C -0.37354 -1.17519 -1.50538 -0.20
C -0.97521 -0.28703 -2.63008 -0.13
H 3.14292 -2.71606 2.13545 0.20
H 1.35762 -2.93210 3.80991 0.22
H -0.19576 -1.00620 4.22014 0.22
H 0.42790 2.16645 -4.52452 0.41
H -2.68107 -1.28757 -3.41674 0.40
H 2.82216 0.29961 -0.89688 0.25
H 4.24314 0.89903 -0.01668 0.22
H 3.40141 1.95371 -1.17808 0.24
H -2.55944 -3.31971 -4.84407 0.22
H -1.61075 -3.01878 -6.31503 0.25
H -2.97109 -1.94543 -5.90622 0.22
H -1.63563 0.91957 -5.73899 0.20
H -1.68838 2.65477 -5.37503 0.21
H -2.42725 1.50150 -4.25014 0.20
H 0.99316 -4.24263 -2.63361 0.21
H -0.17856 -4.11354 -1.31436 0.20
H -0.63717 -3.63060 -2.96283 0.19
H 0.60928 0.98674 5.75719 0.18
H 1.85263 1.91362 4.87433 0.21
H -0.81662 4.04225 3.71579 0.20
H -2.10794 2.88531 4.13157 0.22
H 0.69794 2.88430 7.17816 0.22
H 1.21931 3.94248 5.84779 0.21
H -1.08781 4.57215 6.02846 0.22
H -1.58018 2.90874 6.42209 0.20
H -1.04555 -2.33238 0.19286 0.22
H -2.11236 -0.99115 -0.22641 0.21
H -2.11270 -2.46177 -1.22485 0.19
H 1.20548 -1.84896 -2.83067 0.23
H 1.42069 -2.30123 -1.15623 0.21
H 0.15415 -0.49314 -0.83571 0.24
H -1.72624 0.32725 -2.13487 0.22
```


3.
Below is a cluster of 5 separate species, C20H32O14S in total in a non-equilibrium geometry, with properties calculated with ωB97M-V with the def2-TZVPD basis set.

For the energy relative to the best compared isomer or geometry (same formula, charge and spin), the calculation gives 22.2 kcal/mol. Its structure (SMILES) is C[C@H]1COC(=O)O1.C[C@H]1COC(=O)O1.C[C@H]1COC(=O)O1.C[C@H]1COC(=O)O1.O=S1(=O)CCCC1. Its multiplicity is 1. The calculation puts the total energy at -60750.4042 eV. The calculation puts the HOMO energy at -10.40 eV. Its LUMO energy is -0.0024 hartree. The value obtained for the orbital gap is 10.34 eV.

XYZ file:
```
67
Properties=species:S:1:pos:R:3:nbo_charge:R:1
C -27.86852 -17.31640 19.29458 -0.65
C -26.66423 -16.45292 19.84610 0.07
C -25.36317 -16.45813 19.10116 -0.07
O -25.31792 -15.30391 18.43371 -0.45
C -26.33201 -14.57617 18.79694 0.96
O -26.62458 -13.43860 18.39662 -0.61
O -26.94032 -15.12305 19.75543 -0.46
H -27.79850 -18.41542 19.28276 0.23
H -27.74970 -17.01680 18.23917 0.21
H -28.89868 -16.96839 19.78320 0.23
H -26.57048 -16.85857 20.82505 0.21
H -25.30237 -17.30614 18.52158 0.18
H -24.72706 -16.60469 19.67669 0.16
C -20.32783 -14.84847 28.38062 -0.62
C -21.73005 -14.53462 28.84899 0.11
C -22.50307 -13.39994 28.00595 -0.11
O -23.84028 -13.88193 27.95663 -0.47
C -23.91169 -15.04101 28.51812 0.97
O -24.97720 -15.55075 28.82199 -0.60
O -22.73354 -15.38927 29.06420 -0.48
H -20.61312 -15.37790 27.46284 0.21
H -19.86348 -15.67487 28.84851 0.24
H -19.98186 -13.96076 28.21881 0.22
H -21.72212 -13.91394 29.76997 0.15
H -22.15772 -13.45167 26.99057 0.18
H -22.23592 -12.46926 28.64306 0.21
C -26.35072 -11.48526 22.20296 -0.63
C -27.06866 -12.79598 22.88595 0.06
C -27.22074 -12.70352 24.35869 -0.10
O -28.50188 -12.19155 24.44735 -0.50
C -29.19500 -12.23428 23.30148 0.97
O -30.36890 -11.98979 23.19855 -0.59
O -28.43175 -12.75458 22.32577 -0.47
H -25.31457 -11.59029 22.33081 0.21
H -26.82439 -10.53720 22.64780 0.21
H -26.43772 -11.49301 21.07286 0.25
H -26.62265 -13.61431 22.50159 0.20
H -26.67449 -11.93483 24.95128 0.22
H -27.02114 -13.68118 24.90534 0.18
C -31.20994 -14.04280 26.29652 -0.60
C -32.24804 -12.96896 26.56131 0.08
C -33.06770 -12.53516 25.34059 -0.09
O -34.34914 -12.45478 25.81123 -0.48
C -34.46601 -13.14215 26.97231 0.96
O -35.50390 -13.24030 27.65566 -0.60
O -33.30961 -13.42913 27.45391 -0.47
H -31.64690 -14.60669 25.75856 0.18
H -30.88806 -14.41372 27.26699 0.23
H -30.41716 -13.75207 25.53946 0.23
H -31.92391 -12.04561 26.88910 0.18
H -32.91493 -13.28643 24.53676 0.17
H -32.59119 -11.57580 25.06765 0.21
C -28.64642 -16.50048 24.61474 -0.42
C -28.12096 -16.42994 25.94600 -0.43
C -26.65820 -16.83218 25.77365 -0.74
S -26.57524 -17.92584 24.43058 2.12
O -26.33965 -19.30767 24.85050 -0.93
O -25.70099 -17.40227 23.33667 -0.96
C -28.29862 -17.76078 23.90828 -0.68
H -28.28451 -15.61045 23.90833 0.22
H -29.84642 -16.61990 24.70886 0.24
H -28.69132 -17.04272 26.55765 0.23
H -28.26295 -15.29401 26.05633 0.24
H -26.21877 -17.12391 26.75312 0.30
H -25.98504 -15.86358 25.53550 0.26
H -28.88517 -18.78580 24.13179 0.27
H -28.41966 -17.66170 22.74897 0.26
```